#i
The following is a quantum chemistry calculation of a 2-piece molecular cluster, C2H3N3 overall, from OMol25.

Each line ends with the Mulliken charge.
Geometry (Å):
C 2.9125 0.8579 -0.0740  -0.110
C -0.6029 -0.3460 -0.1784  0.322
N 0.4670 -0.7616 -0.1257  -0.356
N -1.6634 0.4639 -0.1046  -0.404
N 3.4817 -0.1413 0.0090  -0.188
H -1.4136 1.4197 -0.1722  0.222
H 3.5951 -1.1253 -0.1771  0.300
H -2.5801 0.0742 -0.0063  0.213

The spin multiplicity is 1. Its charge is 0. The calculation puts the HOMO-LUMO gap at 10.75 eV. The value obtained for the HOMO energy is -10.1 eV.

---

#ii
The following is a quantum chemistry calculation of a 2-piece molecular cluster, C2H3N3 overall, from OMol25.

Each line ends with the Mulliken charge.
Geometry (Å):
C 0.2128 0.4117 -0.0790  -0.156
C 1.3877 -0.3750 0.0314  0.169
N 2.7485 -0.0861 -0.6172  -0.185
N 2.5979 0.2376 0.5496  -0.169
N 0.0624 1.6023 0.0820  -0.437
H -1.0711 -0.6556 -0.3248  0.136
H 1.3455 -1.3538 0.4741  0.353
H -0.8304 1.9519 0.0592  0.288

The spin multiplicity is 1. Its charge is 0. The calculation puts the HOMO-LUMO gap at 10.04 eV. The value obtained for the HOMO energy is -9.8 eV.

---

#iii
The following is a quantum chemistry calculation of one molecule with the formula C2H3N3, from OMol25.

Each line ends with the Mulliken charge.
Geometry (Å):
C -0.7351 -0.7592 0.2172  -0.272
C 0.0582 -0.1902 -0.7586  -0.192
N 0.7289 0.7291 -0.0807  0.235
N 0.2987 0.8604 1.1121  -0.514
N -0.6133 -0.0027 1.3218  -0.287
H -1.4728 -1.5502 0.1206  0.374
H 0.2214 -0.5102 -1.7961  0.358
H 1.5140 1.4230 -0.1363  0.298

The spin multiplicity is 1. Its charge is 0. The calculation puts the HOMO-LUMO gap at 10.89 eV. The SMILES is c1c[nH]nn1. The value obtained for the HOMO energy is -10.0 eV.

---

#iv
The following is a quantum chemistry calculation of C2H3N3 as an isolated structure, from OMol25.

Each line ends with the Mulliken charge.
Geometry (Å):
C -0.0869 0.5831 -0.9895  -0.070
C 0.1945 -0.9812 0.2619  -0.081
H -0.0732 1.0856 -1.9292  0.397
H 0.5701 -1.8211 0.7390  0.407
H -0.3502 0.6494 1.9146  0.391
N 0.4031 -0.6348 -1.0020  -0.504
N -0.2747 0.0683 0.9026  0.128
N -0.3826 1.0506 0.1025  -0.668

The spin multiplicity is 1. Its charge is 0. The calculation puts the HOMO-LUMO gap at 11.06 eV. The value obtained for the HOMO energy is -10.3 eV.

---

Which structure is the least stable? The one labeled #ii.